# 1
# C25H33N3O5

An isolated molecule of C25H33N3O5 in a non-equilibrium geometry (wB97M-V/def2-TZVPD, the Open Molecules 2025 dataset).

Positions of all 66 atoms, in Å:
1 C -1.060 -0.696 -4.524
2 C 0.006 -0.386 -3.480
3 C -0.564 -0.435 -2.066
4 H -0.985 -1.427 -1.879
5 H -1.373 0.290 -1.971
6 C 0.524 -0.136 -1.029
7 N 0.047 -0.314 0.329
8 C -0.027 -1.501 0.950
9 O -0.638 -1.657 2.004
10 C 0.741 -2.686 0.358
11 N 2.141 -2.598 0.701
12 C 3.120 -2.446 -0.219
13 O 2.904 -2.344 -1.415
14 C 4.476 -2.410 0.344
15 C 5.684 -2.289 -0.293
16 C 6.666 -2.314 0.719
17 C 5.990 -2.447 1.895
18 O 4.669 -2.507 1.683
19 H 6.326 -2.509 2.911
20 H 7.727 -2.243 0.592
21 H 5.829 -2.196 -1.349
22 H 2.386 -2.650 1.678
23 H 0.670 -2.742 -0.728
24 H 0.314 -3.591 0.802
25 C -0.587 0.837 0.998
26 C 0.262 2.075 0.876
27 C 1.277 2.267 1.812
28 C 2.107 3.362 1.745
29 C 1.944 4.311 0.734
30 C 0.935 4.127 -0.203
31 C 0.111 3.016 -0.132
32 H -0.678 2.900 -0.857
33 H 0.776 4.839 -0.997
34 O 2.812 5.360 0.758
35 C 2.684 6.359 -0.224
36 H 1.705 6.847 -0.176
37 H 2.842 5.958 -1.230
38 H 3.460 7.090 -0.003
39 H 2.892 3.514 2.469
40 H 1.415 1.545 2.605
41 C -2.051 0.943 0.516
42 O -2.476 1.777 -0.257
43 N -2.804 -0.030 1.050
44 H -2.366 -0.716 1.655
45 C -4.182 -0.266 0.679
46 H -4.488 0.606 0.095
47 C -5.055 -0.457 1.929
48 C -5.140 -1.970 2.103
49 C -5.289 -2.461 0.666
50 H -5.064 -3.521 0.557
51 H -6.312 -2.292 0.325
52 C -4.318 -1.580 -0.125
53 H -4.664 -1.398 -1.140
54 H -3.339 -2.059 -0.186
55 H -5.970 -2.273 2.739
56 H -4.214 -2.353 2.535
57 H -4.626 0.049 2.793
58 H -6.049 -0.048 1.748
59 H -0.626 0.562 2.060
60 H 1.390 -0.772 -1.214
61 H 0.851 0.900 -1.133
62 H 0.419 0.608 -3.665
63 H 0.824 -1.105 -3.563
64 H -1.465 -1.693 -4.371
65 H -0.640 -0.646 -5.525
66 H -1.876 0.020 -4.456

Atomic forces in eV per Å
0.2 0.1 0.1
-0.3 -0.1 0.1
0.4 0.1 -0.1
-0.1 -0.1 0.0
-0.1 0.0 0.0
-0.1 -0.2 -0.5
0.0 0.3 0.2
0.2 -0.3 -0.2
-0.1 -0.3 0.3
-0.2 -0.1 0.0
-0.1 0.0 0.3
-0.2 0.0 0.2
0.2 -0.1 -0.1
0.9 0.1 -0.9
-0.9 -0.1 0.2
-0.2 -0.1 0.6
0.8 0.1 -0.3
-0.5 0.0 0.1
-0.1 0.0 0.2
0.2 0.0 0.1
-0.1 0.0 -0.2
0.1 0.0 -0.1
0.0 0.0 0.1
0.0 0.2 -0.1
0.0 0.1 0.2
-0.2 0.0 0.0
-0.1 0.1 -0.1
0.1 0.2 -0.1
0.0 -0.2 0.1
0.2 0.3 -0.1
0.0 0.0 0.1
0.0 0.0 0.0
0.0 0.1 -0.1
0.0 -0.3 0.2
0.0 0.2 -0.2
0.0 0.0 0.0
0.0 0.0 0.0
-0.1 0.0 -0.1
0.1 0.0 0.1
0.0 -0.1 0.1
0.3 -0.2 0.4
-0.1 0.3 -0.3
-0.2 -0.2 0.2
0.2 0.1 0.0
-0.1 0.3 -0.2
0.0 -0.2 0.1
0.0 -0.1 0.0
-0.2 0.0 -0.1
0.1 -0.1 0.0
-0.1 -0.1 0.0
-0.1 0.0 0.0
-0.1 0.0 -0.1
0.1 0.0 -0.1
0.0 0.0 -0.1
0.0 -0.1 0.1
0.1 -0.1 0.1
0.0 0.1 0.0
-0.1 0.0 0.0
0.0 0.1 -0.3
0.0 0.1 0.1
0.1 -0.2 0.0
0.1 0.0 0.0
0.1 0.0 0.0
-0.1 -0.1 0.0
0.0 0.0 -0.1
-0.1 0.1 0.0

- Highest occupied orbital energy: -8.436 eV
- LUMO level: 0.0234 Eh
- Relative energy (zero: lowest compared OMol25 entry of this formula, charge and spin): 3.7 kcal/mol
- Net charge: 0
- Kohn-Sham gap: 9.07 eV
- Structure (SMILES): CCCCN(C(=O)CNC(=O)c1ccco1)[C@H](C(=O)NC1CCCC1)c1ccc(OC)cc1

# 2
# C25H33N5O18PS

A 7-piece molecular cluster, C25H33N5O18PS overall in a non-equilibrium geometry (wB97M-V/def2-TZVPD, the Open Molecules 2025 dataset).

Positions of all 83 atoms, in Å:
1 N -0.442 5.970 -1.760
2 C -0.980 5.273 -0.757
3 N -1.679 5.692 0.369
4 C -2.043 4.643 1.164
5 N -1.552 3.513 0.522
6 P -1.736 1.875 1.186
7 S -3.280 1.689 2.336
8 N -0.951 3.900 -0.606
9 C -0.359 2.849 -1.449
10 C -1.097 2.503 -2.642
11 C -0.533 1.420 -3.470
12 C 0.713 0.798 -3.004
13 C 1.285 1.320 -1.768
14 N 0.794 2.311 -0.986
15 H 0.515 5.786 -2.054
16 H -0.920 6.740 -2.218
17 H -2.612 4.628 2.114
18 H -0.580 1.622 1.990
19 H -1.824 0.886 0.159
20 H -2.048 2.971 -2.995
21 H -1.010 1.036 -4.395
22 H 1.210 -0.038 -3.539
23 H 2.231 0.830 -1.419
24 C -2.908 5.934 -5.965
25 C -4.308 6.186 -5.482
26 O -4.720 4.898 -5.027
27 C -3.604 4.198 -4.727
28 O -3.603 3.141 -4.162
29 O -2.486 4.842 -5.145
30 H -2.256 6.796 -5.831
31 H -2.874 5.623 -7.011
32 H -4.344 6.885 -4.643
33 H -4.964 6.549 -6.271
34 C 4.782 3.646 -2.287
35 C 5.627 2.935 -1.267
36 O 5.287 1.566 -1.474
37 C 4.828 1.450 -2.748
38 O 4.615 0.414 -3.294
39 O 4.642 2.671 -3.318
40 H 5.257 4.549 -2.668
41 H 3.789 3.900 -1.905
42 H 6.697 3.064 -1.445
43 H 5.399 3.242 -0.247
44 C -5.382 0.616 -2.876
45 C -4.312 0.992 -1.890
46 O -4.506 0.060 -0.832
47 C -5.139 -1.026 -1.367
48 O -5.302 -2.054 -0.796
49 O -5.556 -0.776 -2.637
50 H -5.084 0.799 -3.907
51 H -6.328 1.128 -2.684
52 H -3.305 0.862 -2.295
53 H -4.420 2.015 -1.528
54 C -0.186 -2.181 2.790
55 C -0.452 -2.665 4.186
56 O -0.462 -1.454 4.946
57 C -0.765 -0.445 4.096
58 O -1.018 0.670 4.436
59 O -0.747 -0.867 2.799
60 H -0.662 -2.803 2.033
61 H 0.882 -2.108 2.567
62 H -1.425 -3.151 4.282
63 H 0.318 -3.344 4.546
64 C 0.577 -7.499 6.206
65 C 1.233 -6.291 5.601
66 O 0.291 -5.889 4.600
67 C -0.924 -6.375 4.971
68 O -1.952 -6.080 4.445
69 O -0.814 -7.235 6.014
70 H 0.808 -7.615 7.264
71 H 0.836 -8.423 5.682
72 H 1.354 -5.475 6.321
73 H 2.211 -6.520 5.155
74 C 4.926 -6.538 1.694
75 C 6.144 -7.045 2.414
76 O 5.848 -6.755 3.778
77 C 4.500 -6.677 3.891
78 O 3.914 -6.612 4.930
79 O 3.900 -6.682 2.674
80 H 4.696 -7.116 0.801
81 H 5.009 -5.483 1.422
82 H 6.278 -8.124 2.303
83 H 7.057 -6.542 2.098

Atomic forces in eV per Å
0.5 0.2 -0.6
-2.1 -2.4 4.1
-0.3 0.2 0.2
1.8 0.3 -3.7
-1.0 0.9 1.8
-1.2 -2.0 2.3
0.3 0.7 -0.7
1.5 0.0 -2.0
-0.7 -0.3 -1.7
1.9 -1.5 -0.2
1.7 0.2 2.2
-1.8 2.2 1.0
0.2 -1.1 -0.9
-1.3 -0.4 -1.8
-0.6 -0.1 0.1
0.1 -0.2 0.6
0.5 0.0 -0.9
0.0 0.4 -1.0
0.6 1.0 -0.2
1.0 -0.3 0.7
0.2 0.6 0.8
-0.4 0.8 0.5
-1.0 0.6 -0.2
0.3 0.4 -0.5
-0.3 0.6 -0.1
0.5 -0.4 0.2
-0.3 0.0 -0.1
-0.1 0.3 -0.1
-0.4 -0.3 0.3
0.1 -0.2 0.1
0.0 0.0 0.1
0.0 -0.1 0.0
-0.1 -0.2 0.1
-0.1 0.6 -0.1
0.4 0.3 0.5
-0.3 0.1 -0.4
0.0 -0.4 -0.2
-0.1 0.3 0.2
0.1 -0.3 0.3
0.0 -0.1 -0.2
0.0 -0.1 0.0
-0.1 0.0 0.0
0.0 -0.2 0.0
-0.2 0.3 -0.6
0.3 0.5 0.1
-0.1 -0.2 -0.3
-0.2 -0.7 0.3
0.1 0.3 -0.1
0.3 0.1 0.4
-0.1 -0.2 0.0
0.1 0.0 0.0
0.0 0.0 -0.1
0.0 -0.1 0.1
0.2 -0.4 -0.5
-0.1 -0.7 0.3
-0.1 0.5 -0.5
-0.1 0.2 0.5
0.3 -0.2 -0.3
0.0 0.2 0.3
-0.1 0.2 0.0
0.0 0.0 0.0
0.1 0.0 0.0
-0.1 0.2 0.1
0.2 -0.3 0.3
0.8 0.0 0.0
-0.5 -0.2 0.2
-0.4 0.0 -0.1
0.3 0.0 0.1
0.0 0.3 -0.4
-0.2 0.0 0.0
0.0 0.1 0.0
-0.1 0.0 0.0
-1.1 0.3 0.2
0.0 0.1 -0.7
0.6 -0.2 -0.3
-0.6 0.1 0.0
0.1 0.0 0.2
1.1 -0.1 -0.5
0.2 0.0 0.5
-0.2 0.0 0.1
0.0 0.0 0.1
0.0 0.0 0.0
0.0 0.0 0.2

- Highest occupied orbital energy: -11.339 eV
- LUMO level: -0.1170 Eh
- Net charge: +1
- Kohn-Sham gap: 8.15 eV

# 3
# C25H33NNiOPSe2

C25H33NNiOPSe2 as an isolated structure (wB97M-V/def2-TZVPD, the Open Molecules 2025 dataset).

Positions of all 64 atoms, in Å:
1 Ni 0.590 1.088 0.015
2 N 0.543 1.088 2.170
3 C -0.205 0.081 2.897
4 C -0.192 0.032 4.282
5 C -0.941 -0.933 4.942
6 C -1.707 -1.841 4.224
7 C -1.703 -1.803 2.838
8 C -0.944 -0.850 2.168
9 P -0.730 -0.807 0.377
10 C -2.076 -1.727 -0.390
11 C -3.233 -1.042 -0.760
12 C -4.297 -1.732 -1.320
13 C -4.209 -3.103 -1.518
14 C -3.058 -3.789 -1.154
15 C -1.993 -3.105 -0.588
16 C 0.777 -1.816 0.122
17 C 1.197 -2.037 -1.192
18 C 2.357 -2.749 -1.452
19 C 3.122 -3.235 -0.399
20 C 2.720 -3.011 0.909
21 C 1.551 -2.308 1.172
22 H 1.413 1.302 2.646
23 H 0.017 1.963 2.150
24 H 0.388 0.753 4.844
25 H -0.932 -0.968 6.023
26 H -2.299 -2.582 4.743
27 H -2.285 -2.520 2.272
28 H -3.309 0.027 -0.614
29 H -5.193 -1.197 -1.605
30 H -5.039 -3.638 -1.960
31 H -2.991 -4.857 -1.308
32 H -1.097 -3.643 -0.306
33 H 0.597 -1.674 -2.017
34 H 2.658 -2.933 -2.475
35 H 4.027 -3.794 -0.599
36 H 3.307 -3.397 1.732
37 H 1.239 -2.158 2.198
38 C 0.816 0.311 -3.900
39 Se 0.217 1.560 -2.535
40 C 1.724 2.788 -2.651
41 C 3.010 2.185 -2.118
42 Se 2.927 1.973 -0.181
43 C 4.153 0.472 -0.050
44 H 0.889 0.831 -4.853
45 H 0.058 -0.464 -3.983
46 H 1.771 -0.143 -3.644
47 H 1.409 3.666 -2.089
48 H 1.842 3.066 -3.698
49 H 3.871 2.810 -2.349
50 H 3.181 1.190 -2.529
51 H 5.131 0.781 -0.409
52 H 3.778 -0.374 -0.622
53 H 4.228 0.198 0.999
54 C -1.078 4.942 0.534
55 C -1.196 3.428 0.445
56 C -2.347 3.018 -0.462
57 O 0.025 2.908 0.005
58 H -1.968 5.391 0.978
59 H -0.948 5.363 -0.466
60 H -0.211 5.220 1.134
61 H -1.451 3.066 1.466
62 H -2.202 3.432 -1.462
63 H -3.308 3.368 -0.078
64 H -2.391 1.931 -0.549

Atomic forces in eV per Å
-0.2 0.1 -0.2
0.0 0.0 0.0
0.0 0.0 0.0
0.0 0.0 0.0
0.0 0.0 0.0
0.0 0.0 0.0
0.0 0.0 0.0
0.0 0.0 0.1
0.2 0.0 -0.1
0.0 -0.1 0.0
0.0 0.0 0.0
0.0 0.0 0.0
0.0 0.0 0.0
0.0 0.0 0.0
0.0 0.0 0.0
-0.1 -0.1 0.1
0.0 0.0 0.0
0.0 0.0 0.0
0.0 0.0 0.0
0.0 0.0 0.0
0.0 0.0 0.0
0.0 -0.1 0.0
0.0 0.1 0.0
0.0 0.0 0.0
0.0 0.0 0.0
0.0 0.0 0.0
0.0 0.0 0.0
0.0 0.0 0.0
0.0 0.0 0.0
0.0 0.0 0.0
0.0 0.0 0.0
0.0 0.0 0.0
0.0 0.0 0.0
0.0 0.0 0.0
0.0 0.0 0.0
0.0 0.0 0.0
0.0 0.0 0.0
0.1 0.0 0.0
-0.1 0.0 0.1
0.1 0.0 0.0
-0.1 0.0 0.0
0.1 0.0 0.1
0.0 0.0 0.0
0.0 0.0 0.0
0.0 0.0 0.0
0.0 0.0 0.0
0.0 0.0 0.0
0.0 0.0 0.0
0.0 0.0 0.0
0.1 0.0 0.0
0.0 0.0 0.0
0.0 0.0 0.0
0.0 0.0 0.0
0.0 0.1 0.0
-0.1 0.0 0.0
-0.1 0.0 0.0
0.1 0.0 0.1
0.0 0.0 0.0
0.0 0.0 0.0
0.0 0.0 0.0
0.1 0.0 0.0
0.0 0.0 0.0
0.0 0.0 0.0
0.0 0.0 0.0

- Highest occupied orbital energy (spin up / spin down): -10.842 / -11.071 eV
- 2S+1: 3
- LUMO level (spin up / spin down): -0.0805 / -0.1061 Eh
- Relative energy (zero: lowest compared OMol25 entry of this formula, charge and spin): 11.4 kcal/mol
- Net charge: +1
- Kohn-Sham gap (spin up / spin down): 8.65 / 8.18 eV

# 4
# C25H33O2PrTe

C25H33O2PrTe as an isolated structure in a non-equilibrium geometry (wB97M-V/def2-TZVPD, the Open Molecules 2025 dataset).

Positions of all 62 atoms, in Å:
1 O -1.071 2.679 -1.871
2 C -0.832 2.659 -3.328
3 C -1.163 4.120 -3.654
4 H -1.465 1.921 -3.863
5 H 0.227 2.454 -3.520
6 C -1.566 4.094 -2.156
7 H -1.947 4.328 -4.404
8 H -0.313 4.775 -3.909
9 C -3.088 4.212 -2.041
10 H -3.525 3.450 -2.702
11 H -3.452 5.213 -2.368
12 H -3.401 4.013 -1.003
13 C -0.809 5.075 -1.241
14 H 0.282 4.984 -1.405
15 H -1.092 4.904 -0.177
16 H -1.030 6.127 -1.510
17 Pr -0.168 0.407 0.764
18 C 1.411 0.082 3.289
19 C 2.125 -0.816 2.466
20 C 2.639 -0.090 1.366
21 H 2.265 -1.880 2.648
22 C 2.291 1.283 1.538
23 C 1.505 1.385 2.726
24 H 1.128 2.296 3.173
25 H 0.921 -0.186 4.221
26 H 3.318 -0.488 0.614
27 H 2.666 2.115 0.950
28 C -1.591 -0.344 3.148
29 C -1.385 1.044 3.256
30 C -2.056 1.679 2.181
31 H -0.903 1.542 4.088
32 C -2.687 0.671 1.407
33 C -2.367 -0.586 1.993
34 H -2.712 -1.558 1.661
35 H -1.313 -1.101 3.872
36 H -2.127 2.747 2.044
37 H -3.306 0.830 0.542
38 O 1.220 -0.025 -4.384
39 C 1.438 0.036 -2.966
40 C 2.061 -1.322 -2.561
41 H 0.415 0.245 -2.595
42 H 2.091 0.892 -2.685
43 C 2.751 -1.847 -3.895
44 H 1.225 -2.036 -2.409
45 H 2.715 -1.419 -1.668
46 C 1.994 -1.098 -5.014
47 H 2.509 -2.916 -3.908
48 H 3.881 -1.748 -3.846
49 H 1.327 -1.852 -5.518
50 H 2.540 -0.597 -5.838
51 Te -0.162 -2.874 0.522
52 C -0.174 -4.142 2.224
53 C 0.128 -3.708 3.538
54 C 0.174 -4.641 4.581
55 C -0.110 -5.992 4.333
56 C -0.417 -6.441 3.035
57 C -0.448 -5.521 1.980
58 H 0.352 -2.656 3.723
59 H 0.444 -4.313 5.592
60 H -0.084 -6.708 5.154
61 H -0.621 -7.505 2.854
62 H -0.655 -5.851 0.959

Atomic forces in eV per Å
-0.8 1.9 -2.0
1.0 -1.2 -1.2
0.2 -0.3 0.8
0.4 0.3 0.5
-0.3 -0.3 0.0
-0.3 1.6 1.0
0.1 -0.3 0.7
-0.2 -0.5 0.4
0.2 -0.3 0.3
-0.1 0.2 0.2
0.4 -0.7 0.3
-0.1 0.1 -0.4
0.0 0.0 -0.2
-0.5 -0.2 0.3
0.4 0.1 -0.7
-0.2 -0.5 0.1
1.0 -1.5 2.3
0.4 0.0 -0.4
-0.5 0.3 -0.2
0.2 0.6 0.0
-0.1 0.3 -0.1
0.1 -0.3 0.2
0.3 -0.2 -0.3
0.1 -0.1 -0.1
0.1 0.1 -0.3
-0.3 0.1 0.1
-0.1 -0.1 0.0
-0.2 0.1 -0.4
-0.7 0.0 -0.2
0.2 -0.2 0.2
0.1 0.0 -0.2
0.0 -0.4 0.2
-0.7 0.4 0.0
0.1 0.3 0.0
0.2 0.1 -0.3
0.0 0.1 -0.1
-0.1 0.0 -0.2
0.5 -0.7 0.0
0.3 -0.2 -0.2
-0.6 -0.8 -0.9
0.5 -0.3 0.5
-0.2 -0.3 -0.3
0.6 0.4 1.1
0.4 0.4 0.2
-0.4 0.6 -0.6
-0.5 0.0 -0.1
0.4 0.2 -0.4
-1.4 0.2 -0.3
0.1 1.0 0.5
0.3 -0.5 0.7
0.1 0.2 -0.7
-0.1 -0.4 0.5
-0.1 -0.6 -0.7
-0.1 -0.2 -0.2
0.0 0.1 -0.2
0.1 0.5 0.2
0.3 0.7 0.5
-0.1 -0.3 -0.1
-0.2 -0.2 -0.4
0.0 0.2 -0.2
0.1 0.5 0.1
0.0 0.1 0.4

- Highest occupied orbital energy (spin up / spin down): -6.416 / -6.425 eV
- 2S+1: 3
- LUMO level (spin up / spin down): 0.0011 / 0.0017 Eh
- Relative energy (zero: lowest compared OMol25 entry of this formula, charge and spin): 5.7 kcal/mol
- Net charge: 0
- Kohn-Sham gap (spin up / spin down): 6.45 / 6.47 eV